Record 1
# C12H12F3NOS2

A molecular structure, C12H12F3NOS2 (wB97M-V/def2-TZVPD, the OMol25 dataset).

Structure (XYZ):
```
31
C12H12F3NOS2 | the OMol25 dataset | wB97M-V/def2-TZVPD
C -4.0027 -0.0370 -1.1022
C -3.3335 1.1539 -0.8247
C -1.9714 1.1386 -0.4885
C -1.2693 -0.0623 -0.5091
C 0.2504 -0.0820 -0.3387
S 0.9380 -1.3184 -1.4706
C 2.6566 -1.2306 -0.9506
C 3.2994 0.0928 -1.3791
C 2.6511 1.2552 -0.6392
S 0.9053 1.4754 -1.0202
C -1.9435 -1.2586 -0.6975
C -3.3082 -1.2531 -1.0377
H -5.0618 -0.0233 -1.3577
H -3.8518 2.1126 -0.8855
H -1.4761 2.0688 -0.2136
H 2.7101 -1.3683 0.1390
H 3.1223 -2.0767 -1.4825
H 4.3720 0.0733 -1.1678
H 3.1627 0.2417 -2.4552
H 2.8435 1.2397 0.4437
H 3.0188 2.2055 -1.0563
H -1.4241 -2.2166 -0.5812
H -3.8062 -2.1968 -1.2732
H 0.8897 -1.3666 1.1897
N 0.6060 -0.3898 0.9922
C 0.6623 0.5074 2.0388
C -0.2661 0.0536 3.2207
F -1.4196 -0.5275 2.7749
F 0.3508 -0.8596 4.0349
F -0.6208 1.1206 3.9709
O 1.3161 1.5281 2.1263
```

Output
* HOMO: -8.19 eV
* energy relative to the best compared isomer or geometry (same formula, charge and spin): 0.0 kJ/mol
* orbital gap: 8.48 eV

---

Record 2
# C12H12IOP

A single C12H12IOP molecule (wB97M-V/def2-TZVPD, the OMol25 dataset).

Structure (XYZ):
```
27
C12H12IOP | the OMol25 dataset | wB97M-V/def2-TZVPD
C 0.7966 3.5825 -1.8489
C 0.7848 3.8008 -0.4562
C 1.0402 2.2793 -2.4011
C 0.9795 2.6879 0.4442
C 1.2623 1.2209 -1.4825
C 1.2866 1.4371 -0.1098
C -0.1932 -3.4994 0.3956
C 0.8959 -2.6157 0.7541
C -1.4501 -3.1635 0.6042
C 0.6658 -1.2515 0.7140
C -1.6859 -1.7097 1.1225
C -0.7842 -0.7858 0.4948
O 3.3964 -0.6141 0.2250
P 1.9340 0.0029 0.8113
I 2.1600 0.8658 3.0228
H 0.6778 4.4518 -2.5075
H 0.5884 4.6615 0.0074
H 1.1200 2.2246 -3.4278
H 0.9548 2.8173 1.4403
H 1.3886 0.2789 -1.9572
H 0.1857 -4.3990 0.0204
H 1.8043 -3.1144 0.7944
H -2.3070 -3.7940 0.5943
H -2.7926 -1.5782 0.9364
H -1.6274 -1.8356 2.2571
H -0.9046 0.3515 0.9323
H -0.8824 -0.7465 -0.5734
```

Output
* HOMO: -8.84 eV
* structure (SMILES): O=[P@](I)(C1=CC=CCC1)c1ccccc1
* energy relative to the best compared isomer or geometry (same formula, charge and spin): 136.6 kJ/mol
* orbital gap: 8.56 eV

---

Record 3
# C12H12S

A single C12H12S molecule (wB97M-V/def2-TZVPD, the OMol25 dataset).

Structure (XYZ):
```
25
C12H12S | the OMol25 dataset | wB97M-V/def2-TZVPD
C 3.9549 -0.2915 -0.5443
C 3.6721 1.0652 -0.4943
C 2.9423 -1.2305 -0.5300
C 2.3475 1.4925 -0.4366
C 1.5973 -0.8292 -0.4640
C 1.3861 0.5291 -0.4197
C 0.5503 -1.8316 -0.4418
C -0.7847 -1.7190 -0.3786
C -1.2474 0.8341 -0.3986
C -1.6820 -0.5549 -0.3271
C -1.5522 2.0280 0.4134
C -3.0221 -0.8656 0.3082
S -1.8232 0.3927 -1.9693
H 4.9836 -0.6187 -0.5980
H 4.4729 1.7908 -0.5026
H 3.1772 -2.2858 -0.5746
H 2.1031 2.5438 -0.4059
H 0.9353 -2.8454 -0.4729
H -1.3404 -2.6505 -0.3718
H -2.5310 1.9365 0.8953
H -1.5549 2.9194 -0.2108
H -0.8046 2.1492 1.1961
H -2.8739 -1.0927 1.3639
H -3.4859 -1.7267 -0.1698
H -3.6979 -0.0181 0.2209
```

Output
* HOMO (spin up / spin down): -7.39 / -8.12 eV
* energy relative to the best compared isomer or geometry (same formula, charge and spin): 226.8 kJ/mol
* orbital gap (spin up / spin down): 7.67 / 8.41 eV

---

Record 4
# C12H13BO2

A single C12H13BO2 molecule (wB97M-V/def2-TZVPD, the OMol25 dataset).

Structure (XYZ):
```
28
C12H13BO2 | the OMol25 dataset | wB97M-V/def2-TZVPD
B 2.5565 -0.4619 -0.1938
C -0.9396 3.6014 0.6770
C -1.5149 2.6022 -0.0782
C 0.2312 3.3688 1.3302
C -0.8189 1.3996 -0.2143
C 0.9151 2.1408 1.2850
C 0.4177 1.1819 0.3761
C 1.0441 -0.1179 0.2910
C 0.4705 -1.3300 0.3137
C -2.2969 -2.6601 -1.5616
C -1.5767 -1.6732 -1.0782
C 1.4585 -2.4480 0.1011
C -1.0649 -1.6111 0.3818
O 2.7083 -1.8612 -0.2473
O 3.5835 0.4319 -0.3731
H -1.3405 4.4947 0.8776
H -2.5218 2.5666 -0.6339
H 0.6277 4.1678 2.0349
H -1.3070 0.7212 -0.9366
H 1.8904 2.0294 1.8627
H -2.6719 -2.7221 -2.6686
H -2.6034 -3.4597 -0.9708
H -1.4161 -0.8770 -1.7591
H 1.5872 -2.9381 1.0904
H 1.1200 -3.1556 -0.7704
H -1.4277 -2.5678 0.6683
H -1.5451 -0.8239 0.9292
H 4.4348 0.0011 -0.7332
```

Output
* HOMO: -8.71 eV
* structure (SMILES): C=CCC1=C(c2ccccc2)B(O)OC1
* energy relative to the best compared isomer or geometry (same formula, charge and spin): 239.3 kJ/mol
* orbital gap: 9.36 eV

---

Record 5
# C12H13BrCl2F3INS

2 unconnected molecules or ions with the total composition C12H13BrCl2F3INS (wB97M-V/def2-TZVPD, the OMol25 dataset).

Structure (XYZ):
```
34
C12H13BrCl2F3INS | the OMol25 dataset | wB97M-V/def2-TZVPD
C -2.1407 4.1428 -1.1507
C -0.8339 4.3982 -0.5940
C -0.1325 3.2673 0.2868
C -0.4975 3.4236 1.8227
C 0.1032 2.3612 2.7616
I -0.3287 2.5278 4.8929
C 0.9771 1.1887 2.1367
Br 1.5911 -0.0647 3.5355
N 1.2727 1.0933 0.7152
C 2.0827 -0.0948 0.2349
C 1.2110 -1.0578 -0.7694
C 1.0034 -2.5008 -0.0740
S -0.5959 -3.3464 -0.5460
C 0.7817 2.1043 -0.2498
C 1.1179 2.0242 -1.8110
F 1.0228 3.2865 -2.4921
F 0.2057 1.1798 -2.5338
F 2.4874 1.6821 -2.0924
H -2.2971 3.1281 -1.6755
H -2.9523 4.9429 -1.0971
H -0.3431 5.4062 -0.8318
H -1.1480 4.2619 2.2335
H 2.4071 -0.8032 1.0623
H 3.0788 0.2406 -0.2536
H 0.1626 -0.5704 -0.8185
H 1.6576 -1.1018 -1.8198
H 0.9661 -2.3900 1.0792
H 1.9179 -3.1472 -0.3363
H -1.3669 -2.4042 -1.2118
C -2.1673 -6.7005 -0.1497
Cl -2.9987 -5.2551 -0.7350
Cl -2.8771 -7.2782 1.3617
H -2.2489 -7.4841 -0.9016
H -1.1183 -6.4601 0.0207
```

Output
* net charge: +1
* HOMO: -11.67 eV
* orbital gap: 6.29 eV

---

Record 6
# C12H13ClMnN2O2S

A molecular structure, C12H13ClMnN2O2S (wB97M-V/def2-TZVPD, the OMol25 dataset).

Structure (XYZ):
```
32
C12H13ClMnN2O2S | the OMol25 dataset | wB97M-V/def2-TZVPD
Cl -2.8424 -2.7847 1.3059
C 1.2924 -2.5343 -0.4234
C 1.1695 -1.7729 -1.6335
C -0.2013 -1.8365 -2.0699
H 1.9640 -1.2239 -2.1331
C -0.9053 -2.7600 -1.1984
C -0.0126 -3.0295 -0.0717
H -0.3257 -3.6136 0.7878
H 2.2053 -2.7116 0.1364
H -0.6557 -1.3826 -2.9501
C -2.2133 -3.4038 -1.4682
Mn -0.2367 -1.0344 -0.2086
C -1.3421 0.2212 -0.9902
O -1.6987 1.2918 -1.2877
C -1.3001 -1.2050 1.4410
O -1.5605 -0.5684 2.3947
H -2.8423 -2.7538 -2.0896
H -2.7792 -3.5097 -0.4882
H -2.1070 -4.3950 -1.9456
C 2.9212 3.0428 0.5240
N 1.4947 3.0363 0.8589
C 0.7558 4.1715 1.2226
C -0.5010 3.7436 1.5217
N -0.5179 2.3636 1.3267
C 0.7103 1.9264 0.9271
S 1.2561 0.3526 0.5495
H 3.4680 2.4501 1.2629
H 3.0695 2.6197 -0.4729
H 3.2460 4.0882 0.5569
H 1.1891 5.1645 1.2599
H -1.3841 4.2886 1.8192
H -1.3161 1.7588 1.5359
```

Output
* net charge: +2
* HOMO (spin up / spin down): -15.93 / -15.94 eV
* 2S+1: 4
* energy relative to the best compared isomer or geometry (same formula, charge and spin): 82.6 kJ/mol
* orbital gap (spin up / spin down): 6.83 / 5.48 eV

---

Record 7
# C12H13F6N3O6S2SeSnTe

A molecular structure, C12H13F6N3O6S2SeSnTe (wB97M-V/def2-TZVPD, the OMol25 dataset).

Structure (XYZ):
```
45
C12H13F6N3O6S2SeSnTe | the OMol25 dataset | wB97M-V/def2-TZVPD
Sn 0.3333 -0.3225 -1.0186
F 5.3063 1.2955 0.7658
C 5.1368 0.0226 0.3530
F 5.7958 -0.1702 -0.7870
F 5.5667 -0.8075 1.3284
S 3.3405 -0.1927 0.0127
O 2.9543 0.7929 -0.9245
O 3.2262 -1.5850 -0.2564
N 2.7675 -0.0616 1.5284
S 1.5192 0.9012 1.8648
O 0.9976 0.4636 3.1560
O 0.4811 1.0149 0.8437
C 2.3012 2.5611 2.0797
F 3.1211 2.5500 3.1353
F 3.0324 2.8736 0.9663
F 1.3197 3.5325 2.2291
C -0.0932 5.2558 -1.0471
Te -1.8328 4.6242 0.1531
C -3.3184 4.5704 -1.4577
H 0.5396 4.4534 -1.4522
H 0.4815 5.8751 -0.3460
H -0.4752 5.8158 -1.9008
H -3.0109 5.2306 -2.2370
H -4.2442 4.8780 -0.9769
H -3.4781 3.5802 -1.8882
C -4.0961 0.1356 -0.4833
C -2.6021 0.0435 -0.2843
O -2.1068 0.0994 0.8587
O -1.9051 -0.1348 -1.3456
H -4.2884 1.1922 -0.7540
H -4.6240 -0.2192 0.4332
H -4.5128 -0.4864 -1.2891
Se -1.1470 -2.0675 2.0529
N -0.1231 -2.0890 0.5297
C -0.2351 -3.3424 0.1152
C 0.6853 -4.0391 -0.7487
C 0.3318 -5.3030 -1.2039
C -0.9129 -5.8600 -0.8841
C -1.6897 -5.3856 0.1956
C -1.3171 -4.1346 0.6944
N -1.9990 -3.5837 1.7131
H 1.5805 -3.5373 -1.1251
H 1.0590 -5.9071 -1.7397
H -1.3371 -6.6536 -1.5045
H -2.5281 -5.8793 0.6457
```

Output
* HOMO: -7.78 eV
* energy relative to the best compared isomer or geometry (same formula, charge and spin): 51.4 kJ/mol
* orbital gap: 6.05 eV

---

Record 8
# C12H13NO4S

A single C12H13NO4S molecule (wB97M-V/def2-TZVPD, the OMol25 dataset).

Structure (XYZ):
```
31
C12H13NO4S | the OMol25 dataset | wB97M-V/def2-TZVPD
C -1.5017 -2.5988 4.6263
H -0.6217 -2.5439 5.2700
H -2.3789 -2.2264 5.1563
H -1.6709 -3.6274 4.3070
O -1.3061 -1.7995 3.4688
C -0.1451 -1.1402 3.3558
O 0.7341 -1.1776 4.1819
C -0.0683 -0.3540 2.0991
C 1.0860 0.3877 1.8581
C 1.2049 1.1276 0.7005
C 0.1726 1.1399 -0.2314
C -0.9851 0.4105 0.0146
C -1.1035 -0.3378 1.1696
H -1.9965 -0.9130 1.3530
H -1.7868 0.4279 -0.7071
C 0.2908 1.9691 -1.4816
N -0.6322 1.6068 -2.4997
H -0.9323 2.4068 -3.0444
C -0.0714 0.5880 -3.3671
C 1.3448 1.0466 -3.7554
H 1.3097 1.8165 -4.5282
H 1.9844 0.2320 -4.0898
S 2.0353 1.7772 -2.2328
C -0.0701 -0.7911 -2.6666
O -0.9776 -1.5564 -2.8151
O 0.9948 -1.0933 -1.9335
H 1.6219 -0.3466 -1.8344
H -0.7124 0.4815 -4.2470
H 0.1974 3.0273 -1.2217
H 2.1045 1.6943 0.5055
H 1.8794 0.3662 2.5892
```

Output
* HOMO: -9.36 eV
* structure (SMILES): COC(=O)c1ccc([C@@H]2N[C@H](C(=O)O)CS2)cc1
* energy relative to the best compared isomer or geometry (same formula, charge and spin): 0.0 kJ/mol
* orbital gap: 9.58 eV

---

Record 9
# C12H13P

A single C12H13P molecule (wB97M-V/def2-TZVPD, the OMol25 dataset).

Structure (XYZ):
```
26
C12H13P | the OMol25 dataset | wB97M-V/def2-TZVPD
C 2.9826 -1.3382 0.5136
C 2.8407 -0.2930 1.4105
C 2.3629 -1.4064 -0.7150
C 2.0569 0.7994 1.0361
C 1.6184 -0.2396 -1.0698
C 1.4179 0.8674 -0.2395
C -3.4526 -0.7282 0.8688
C -3.1416 -1.5907 -0.2495
C -2.5749 0.2536 1.0992
C -1.9953 -1.2345 -0.8830
C 0.6136 2.0747 -0.4731
C -0.8864 1.5318 -0.8468
P -1.1129 -0.0645 0.1088
H 3.5724 -2.1951 0.7317
H 3.0965 -0.3628 2.5168
H 2.5580 -2.1942 -1.4690
H 1.9422 1.4804 1.8773
H 1.2718 -0.2077 -2.1142
H -4.2825 -0.8665 1.5215
H -3.9461 -2.3799 -0.4819
H -2.4871 0.8010 2.0615
H -1.6903 -1.8240 -1.8289
H 0.6335 2.7242 0.3680
H 0.9995 2.6993 -1.3025
H -0.8285 1.4738 -1.9698
H -1.5685 2.2198 -0.4709
```

Output
* HOMO (spin up / spin down): -4.68 / -7.98 eV
* 2S+1: 3
* energy relative to the best compared isomer or geometry (same formula, charge and spin): 0.0 kJ/mol
* orbital gap (spin up / spin down): 5.45 / 5.47 eV

---

Record 10
# C12H14BF3HfN6O2

A molecular structure, C12H14BF3HfN6O2 (wB97M-V/def2-TZVPD, the OMol25 dataset).

Structure (XYZ):
```
39
C12H14BF3HfN6O2 | the OMol25 dataset | wB97M-V/def2-TZVPD
H 0.6745 3.6329 0.8494
N 0.6371 1.9166 -0.4172
B 0.0879 0.3034 -2.4610
N 0.4801 1.7216 -1.8143
C 0.4958 2.9325 -2.3993
Hf 0.4097 0.1661 0.5717
H 0.3753 3.0331 -3.4903
C 0.6419 3.9333 -1.4144
H 0.7038 4.9989 -1.5817
C 0.6797 3.2730 -0.1798
H -0.0558 0.4203 -3.6461
C -2.3633 -2.0301 2.7904
H -1.6756 -2.5282 3.4877
H -1.6998 -1.3588 2.1206
H -2.6601 -2.8575 2.1442
N -1.2829 -0.1547 -1.8637
N 1.0565 -0.8475 -2.0417
N -1.5190 -0.3238 -0.5040
N 1.3676 -1.1701 -0.7101
C -2.4255 -0.2916 -2.5425
C 1.6672 -1.7111 -2.8507
H -2.4628 -0.1391 -3.6231
H 1.5112 -1.5818 -3.9120
C -3.4528 -0.5725 -1.6423
C 2.3854 -2.6390 -2.0822
C -2.8670 -0.5839 -0.3778
C 2.1646 -2.2874 -0.7476
H -4.4783 -0.7090 -1.9167
H 2.9714 -3.4573 -2.4527
H -3.3696 -0.7049 0.5712
H 2.5278 -2.7149 0.1799
H -3.2251 -1.5663 3.3118
F 2.4715 0.9892 5.6832
C 2.3253 0.6907 4.3776
F 2.9430 1.6894 3.6925
F 3.0307 -0.4572 4.1912
C 0.9291 0.4047 3.7730
O -0.0747 0.3821 4.4515
O 1.0748 0.1991 2.4753
```

Output
* net charge: +2
* HOMO: -16.65 eV
* energy relative to the best compared isomer or geometry (same formula, charge and spin): 0.0 kJ/mol
* orbital gap: 8.40 eV

---

Record 11
# C12H14BF3N6O2Ti

A molecular structure, C12H14BF3N6O2Ti (wB97M-V/def2-TZVPD, the OMol25 dataset).

Structure (XYZ):
```
39
C12H14BF3N6O2Ti | the OMol25 dataset | wB97M-V/def2-TZVPD
H 1.4481 3.6648 -0.1253
N 1.1184 1.9821 -1.3891
B 0.4694 0.4612 -3.4043
N 0.8525 1.8397 -2.7527
C 0.9154 3.0519 -3.3283
Ti 1.0911 0.3078 -0.3107
H 0.7792 3.1649 -4.3954
C 1.1710 4.0151 -2.3432
H 1.2544 5.0758 -2.4781
C 1.2829 3.3197 -1.1369
H 0.3967 0.5700 -4.5977
C -2.3574 -2.3072 2.3334
H -1.6517 -3.1126 2.5561
H -1.8155 -1.3581 2.3461
H -2.7677 -2.4709 1.3333
N -0.9767 0.0465 -2.9109
N 1.5000 -0.6559 -3.0132
N -1.1534 -0.1478 -1.5726
N 1.8860 -0.9055 -1.6943
C -2.1548 -0.1597 -3.5519
C 2.1059 -1.5508 -3.8111
H -2.2344 -0.0549 -4.6107
H 1.9738 -1.5053 -4.8821
C -3.1123 -0.4968 -2.5952
C 2.8541 -2.4365 -3.0261
C -2.4348 -0.4745 -1.3641
C 2.6884 -2.0152 -1.7044
H -4.1418 -0.7217 -2.7638
H 3.4308 -3.2751 -3.3663
H -2.8540 -0.6783 -0.3846
H 3.0624 -2.4273 -0.7784
H -3.1187 -2.2983 3.0365
F 2.6159 1.3875 4.5714
C 2.5123 0.4348 3.6178
F 3.6320 0.4869 2.8493
F 2.4887 -0.7818 4.2285
C 1.2185 0.5843 2.7428
O 0.1788 0.8743 3.2811
O 1.4180 0.3262 1.4664
```

Output
* net charge: +2
* HOMO (spin up / spin down): -16.00 / -16.00 eV
* energy relative to the best compared isomer or geometry (same formula, charge and spin): 139.8 kJ/mol
* orbital gap (spin up / spin down): 5.56 / 5.56 eV

---

Record 12
# C12H14BF5N6Pd

A molecular structure, C12H14BF5N6Pd (wB97M-V/def2-TZVPD, the OMol25 dataset).

Structure (XYZ):
```
39
C12H14BF5N6Pd | the OMol25 dataset | wB97M-V/def2-TZVPD
H -2.9017 -0.7278 1.6386
N -1.5067 -0.2870 0.1430
B -0.3172 0.0652 -2.0841
N -1.6057 0.0285 -1.2045
C -2.9086 0.1200 -1.5331
Pd 0.3673 -0.5399 1.0735
H -3.1680 0.3774 -2.5506
C -3.6774 -0.1745 -0.4157
H -4.7528 -0.1979 -0.3220
C -2.7494 -0.4419 0.6145
H -0.5442 0.1808 -3.2506
C 1.8214 -1.1571 2.1821
H 1.3449 -1.3617 3.1812
H 2.6731 -0.4503 2.1543
H 2.0327 -2.1925 1.8370
N 0.3976 -1.3061 -1.7655
N 0.6740 1.1015 -1.5165
N 0.6708 -1.6892 -0.4677
N 1.0785 1.0374 -0.1969
C 0.6741 -2.3415 -2.5714
C 1.2479 2.1663 -2.0959
H 0.4845 -2.3018 -3.6296
H 1.0023 2.3930 -3.1271
C 1.2198 -3.3783 -1.7931
C 2.0914 2.7641 -1.1972
C 1.2239 -2.9277 -0.4722
C 1.9727 2.0133 -0.0191
H 1.5588 -4.3376 -2.0800
H 2.7119 3.6403 -1.3607
H 1.5336 -3.3844 0.4432
H 2.4839 2.1860 0.9083
H -0.2964 -1.6754 1.9984
F 1.1011 1.6917 2.8136
C -0.0639 0.9900 2.5535
F -0.4830 0.5125 3.7744
C -1.0992 2.1290 2.1676
F -0.9327 3.2487 2.9164
F -0.9929 2.5209 0.8667
F -2.3666 1.7060 2.3871
```

Output
* HOMO (spin up / spin down): -6.15 / -9.19 eV
* 2S+1: 3
* energy relative to the best compared isomer or geometry (same formula, charge and spin): 214.8 kJ/mol
* orbital gap (spin up / spin down): 6.79 / 5.60 eV